The following is a DFT calculation (ωB97M-V/def2-TZVPD) of one molecule with the formula C11H14N2S2.

The geometry in XYZ format:
```
29
Properties=species:S:1:pos:R:3:forces:R:3
C 0.313377 -2.498282 -4.512286 0.45 -2.59 0.13
C 0.261848 -1.259996 -5.034774 1.14 2.23 -1.90
C 0.318823 -2.648746 -3.135868 0.34 0.00 2.39
C 0.292819 -0.116227 -4.253373 -0.67 0.09 -0.49
C 0.318967 -1.472492 -2.290405 -0.49 -1.00 -0.10
C 0.225104 -0.197398 -2.873845 0.44 -0.70 0.07
C 0.252905 -0.258052 -0.439396 -0.59 1.71 -0.57
C -1.568932 -0.588026 1.463868 2.69 1.42 -0.42
C -0.461205 1.835704 1.688223 1.59 0.30 -0.17
C -2.325038 -0.579433 2.747211 -0.54 2.89 -0.35
C 0.601969 2.908748 1.640394 -0.03 1.12 0.58
N 0.329573 -1.445060 -0.851615 0.13 -0.80 -1.45
N 1.442598 -0.005285 1.952416 -0.30 2.03 -3.10
S 0.136755 1.064262 -1.683390 0.15 -0.96 0.64
S -0.167491 0.312806 1.282737 -1.13 -1.75 1.56
H 0.492059 -3.293902 -5.296226 -0.55 0.41 1.62
H 0.445228 -1.208571 -6.137216 -0.56 0.42 1.05
H 0.377040 -3.626030 -2.582258 -0.03 1.01 -0.92
H 0.306350 0.831347 -4.734856 0.02 0.69 -0.30
H -1.416866 -1.490024 0.903998 -0.32 -0.46 -0.01
H -1.499151 2.003135 1.817553 -0.73 0.39 -0.34
H -2.451895 -1.584743 2.804197 -1.57 -2.93 1.10
H -1.921841 -0.220198 3.703801 0.70 -0.03 -0.54
H -3.253070 0.028492 2.624088 0.23 -0.86 0.16
H 0.543624 3.478687 0.684285 -0.07 -0.22 0.51
H 0.357800 3.731000 2.484907 1.20 -2.01 -1.64
H 1.642319 2.414624 1.604274 -1.51 1.11 0.82
H 1.764829 -0.679906 2.591380 -0.50 -1.15 0.91
H 1.967969 -0.032180 1.073816 0.51 -0.38 0.76
```
Forces are in eV/Å.

Its spin multiplicity is 1. The calculation puts the HOMO energy at -0.2627 Ha. Its SMILES is CC=S(N)(=CC)c1nc2ccccc2s1.

=====

The following is a DFT calculation (ωB97M-V/def2-TZVPD) of C2H5BO as an isolated structure.

The geometry in XYZ format:
```
9
Properties=species:S:1:pos:R:3:forces:R:3
B 0.282563 -0.400778 -3.426747 0.60 -1.04 1.71
C 1.219921 -1.334851 1.447994 -1.13 1.22 -2.94
C 0.795914 -0.953838 0.353599 3.08 -2.82 7.67
O 0.680489 -0.796306 -2.366487 0.10 0.40 -0.43
H -2.728617 2.997611 3.354246 1.62 -0.34 -0.74
H -0.147987 -0.257847 -4.431472 -0.72 0.69 -1.90
H 1.576279 -1.569535 2.430292 0.01 -0.16 -0.36
H -2.013249 2.844528 3.028582 -1.62 0.34 0.74
H 0.334688 -0.528985 -0.390007 -1.94 1.72 -3.74
```
Forces are in eV/Å.

Its spin multiplicity is 1. The calculation puts the HOMO energy at -0.3668 Ha.

=====

The following is a DFT calculation (ωB97M-V/def2-TZVPD) of one molecule with the formula C4H10N2O.

The geometry in XYZ format:
```
17
Properties=species:S:1:pos:R:3:forces:R:3
C -0.762244 0.176888 1.360583 0.98 -0.89 -0.02
N -1.287144 1.604659 -0.428518 -0.17 0.64 -0.73
C -0.380476 0.959468 -1.063056 -0.34 0.41 -0.08
O 0.197652 0.903321 -2.140275 -0.02 -0.27 0.48
N 0.102297 -0.127798 0.032362 -0.53 0.21 0.52
C 1.579800 0.037313 0.240630 -0.17 0.14 0.25
C -0.102760 -1.496638 -0.532254 -0.27 0.02 0.18
H -0.796735 -0.788497 1.839547 0.38 -0.34 0.58
H -0.199805 0.920980 1.927580 0.13 -0.36 -0.08
H -1.797702 0.576473 1.340758 1.08 -0.67 -1.04
H -1.735932 2.314340 -0.970570 0.02 0.46 -0.70
H 1.946674 -0.706908 0.954785 -0.17 0.13 -0.03
H 1.781313 1.042542 0.611232 -0.11 -0.08 0.03
H 2.121816 -0.087521 -0.708666 -0.57 0.02 0.21
H -1.161726 -1.632895 -0.746522 0.01 0.00 0.08
H 0.457433 -1.625176 -1.469234 -0.14 0.42 0.37
H 0.239018 -2.249106 0.185839 -0.11 0.16 -0.03
```
Forces are in eV/Å.

Its spin multiplicity is 1. The calculation puts the HOMO energy at -0.3185 Ha. Its SMILES is [H]/N=C(\[O-])[N+](C)(C)C.

=====

The following is a DFT calculation (ωB97M-V/def2-TZVPD) of a 13-piece molecular cluster, H26O13 overall.

The geometry in XYZ format:
```
39
Properties=species:S:1:pos:R:3:forces:R:3
O -0.939259 1.226215 4.225041 -0.29 -2.39 -3.02
H -1.142334 0.440634 3.580169 -0.15 1.33 2.46
H -0.315234 1.568263 3.572054 0.55 1.03 0.56
O -0.983772 0.946679 -0.760135 3.16 -5.28 -0.06
H -0.591173 0.338701 -0.010940 -0.87 1.52 -1.83
H -1.398615 1.616898 -0.299008 -2.20 3.12 1.64
O 0.098917 -2.029697 -0.603765 -9.58 0.26 -8.76
H 0.788347 -1.839996 -0.184714 9.60 2.76 5.51
H 0.108844 -1.429380 -1.512091 0.55 -2.46 3.76
O 0.951161 3.120067 0.302704 -1.02 -1.62 -7.01
H 1.236451 3.183650 1.122204 0.94 1.00 6.34
H 0.116872 3.484868 0.034126 -0.18 0.65 0.73
O 2.195577 1.817830 2.620399 -0.29 -0.61 -4.81
H 2.417148 2.132691 3.442253 1.18 1.38 2.97
H 2.770617 2.241661 1.911453 -0.79 -0.82 1.87
O 2.717677 1.092364 -1.509491 0.93 0.90 -1.14
H 2.382988 0.784616 -0.688037 -0.51 -0.26 1.16
H 3.478287 1.647501 -1.265344 -0.50 -0.05 -0.34
O -2.643763 -0.891609 0.565002 -1.38 4.78 -1.41
H -2.523375 -0.746088 -0.381940 0.18 -1.48 0.80
H -2.448068 -1.643682 1.033752 1.11 -3.29 0.71
O -3.160792 2.046347 -0.123153 2.04 3.74 -3.02
H -3.301743 1.216353 0.182848 -1.65 -3.31 2.54
H -3.494974 2.834053 0.287649 -0.72 -0.31 0.88
O -2.503531 -0.288699 -2.666207 0.03 -1.15 0.06
H -1.815958 -0.096082 -2.018991 1.14 1.79 0.45
H -2.379276 -1.264073 -2.658868 -0.79 -0.25 -0.83
O 0.237113 -1.604302 2.973166 -8.40 -6.28 5.18
H 0.599168 -2.448396 3.329087 -0.62 0.95 -0.23
H 0.875917 -1.234385 2.604123 9.02 5.44 -5.02
O 0.312655 -0.529421 -3.525701 -2.59 17.77 7.17
H 0.678979 -0.372379 -2.664476 1.09 0.02 -0.02
H 0.354374 -1.238401 -3.841413 1.58 -17.50 -7.19
O -1.098660 -3.547803 -2.335240 1.02 -1.81 -0.08
H -1.042886 -2.694535 -1.956028 -0.16 0.83 0.64
H -0.354554 -3.978313 -1.822611 -1.33 0.39 -0.96
O 2.977312 -1.082541 -0.310391 -7.49 -5.01 5.16
H 3.167996 -1.984062 0.053688 0.05 1.31 -0.52
H 3.671567 -0.795554 -0.701172 7.36 2.94 -4.33
```
Forces are in eV/Å.

Its spin multiplicity is 2. As for the net charge: +1. The calculation puts the HOMO energy (alpha / beta) at -0.5028 / -0.5028 Ha. As for the expectation value of S²: 0.758.

=====

The following is a DFT calculation (ωB97M-V/def2-TZVPD) of one molecule with the formula C22H24N2O2.

The geometry in XYZ format:
```
50
Properties=species:S:1:pos:R:3:forces:R:3
C 3.994373 2.948826 -0.735590 -0.02 -0.04 -0.19
H 3.179733 3.056250 -0.022868 -0.04 0.05 0.08
H 3.969188 3.791907 -1.422616 0.00 0.13 -0.01
H 4.930014 2.981745 -0.182597 0.06 0.03 0.07
C 3.889810 1.628447 -1.503101 0.00 0.10 0.23
C 3.911542 0.448648 -0.567150 -0.05 -0.01 -0.09
C 5.068895 -0.306931 -0.447035 -0.06 -0.05 0.03
C 5.148454 -1.374222 0.429361 0.09 -0.06 0.05
C 4.051508 -1.702707 1.205475 0.07 0.02 -0.07
C 2.884808 -0.969381 1.102527 -0.14 -0.02 0.08
C 2.808584 0.108511 0.227491 0.33 -0.25 0.16
N 1.620807 0.846786 0.098932 0.27 0.16 -0.52
C 0.608330 0.971259 0.997728 -0.22 0.48 -0.24
O 0.603555 0.483496 2.105291 -0.06 -0.09 0.23
C -0.557470 1.807245 0.481871 -0.13 -0.24 0.34
H -0.495233 1.985795 -0.591885 -0.01 0.01 -0.02
H -0.546462 2.775357 0.988930 0.02 -0.02 -0.06
C -1.873174 1.085230 0.832118 0.48 -0.12 0.06
N -3.004394 1.811410 0.302022 -0.13 0.06 0.07
C -3.721616 2.742408 0.984695 -0.14 0.27 0.33
C -4.668285 3.267273 0.149228 -0.06 0.14 0.12
C -4.515116 2.628860 -1.096613 0.01 0.00 -0.17
C -3.480526 1.743315 -0.969790 -0.04 -0.12 -0.43
H -3.066761 1.059374 -1.683952 0.07 -0.14 -0.09
H -5.099579 2.800616 -1.979144 -0.07 -0.02 -0.18
H -5.390742 4.019442 0.398288 -0.11 0.12 0.11
H -3.508387 2.959020 2.013498 0.07 0.00 0.19
C -1.885713 -0.354704 0.368246 -0.13 -0.04 0.20
C -1.255191 -0.781443 -0.795833 -0.07 -0.04 0.10
C -1.293275 -2.105505 -1.176266 -0.05 -0.25 -0.02
C -1.971196 -3.048361 -0.403488 0.06 0.17 -0.06
C -2.613957 -2.628502 0.755457 -0.06 -0.34 -0.04
C -2.564020 -1.296808 1.126756 0.14 0.16 -0.14
H -3.063147 -0.988077 2.033618 -0.04 0.04 0.11
H -3.150356 -3.325371 1.379617 -0.04 -0.09 0.03
O -1.943010 -4.327682 -0.864952 0.14 0.29 -0.13
C -2.601897 -5.324632 -0.122018 -0.11 -0.16 0.13
H -2.442960 -6.252735 -0.668806 -0.04 0.04 0.08
H -2.180202 -5.420918 0.883593 -0.03 0.01 -0.03
H -3.676407 -5.127851 -0.049192 0.04 0.00 0.01
H -0.799453 -2.439459 -2.075137 0.06 -0.04 -0.11
H -0.724639 -0.082843 -1.424637 0.08 0.09 -0.06
H -1.964027 1.085112 1.924751 -0.01 0.00 -0.23
H 1.553281 1.391083 -0.748524 -0.16 -0.07 0.19
H 2.027672 -1.218926 1.704581 -0.04 -0.02 0.03
H 4.099103 -2.534741 1.891461 -0.01 -0.07 0.06
H 6.062317 -1.944044 0.504297 0.08 -0.05 0.01
H 5.925818 -0.049165 -1.053293 0.06 0.04 -0.08
H 2.983189 1.626195 -2.117319 0.05 -0.01 -0.10
H 4.736225 1.551406 -2.188032 -0.11 -0.06 -0.05
```
Forces are in eV/Å.

Its spin multiplicity is 1. The calculation puts the HOMO energy at -0.3006 Ha. Its SMILES is CCc1ccccc1NC(=O)C[C@H](c1ccc(OC)cc1)n1cccc1.

=====

The following is a DFT calculation (ωB97M-V/def2-TZVPD) of one molecule with the formula C24H30O11.

The geometry in XYZ format:
```
65
Properties=species:S:1:pos:R:3:forces:R:3
C -0.691014 -2.147505 2.166607 -0.22 0.03 -0.18
H 0.211920 -2.684362 2.439215 0.09 -0.01 0.02
H -0.764359 -1.240652 2.763133 0.03 0.08 0.12
H -1.555874 -2.771959 2.375918 0.05 0.02 0.06
C -0.667145 -1.799612 0.684173 0.38 -0.59 0.41
C -0.759955 -3.041390 -0.221328 -0.14 0.31 -0.34
H -1.791489 -3.362479 -0.354793 0.07 -0.08 0.04
H -0.189179 -3.858020 0.217690 0.02 -0.01 0.03
C -0.110022 -2.601133 -1.527166 0.50 -0.41 0.40
O -0.924304 -1.764382 -2.310386 -0.34 0.40 -0.20
H -1.379346 -1.149043 -1.717864 -0.06 -0.02 -0.08
H 0.169486 -3.435597 -2.174580 0.04 0.05 0.07
C 1.136974 -1.808669 -1.042485 -0.39 -0.23 0.20
C 2.225906 -2.767787 -0.662734 -0.19 0.36 -0.01
C 2.725546 -2.837400 0.561240 0.02 -0.19 -0.05
O 2.370138 -2.020846 1.595249 0.20 -0.26 0.04
C 1.733358 -0.835423 1.203944 -0.57 0.60 0.04
C 0.598887 -1.046623 0.199889 0.20 0.03 0.04
H 0.301955 -0.041962 -0.115627 0.03 -0.14 0.02
H 1.388646 -0.376376 2.142348 0.12 -0.12 -0.17
O 2.617073 0.020264 0.526476 0.08 -0.10 -0.12
C 3.856358 0.303635 1.141986 0.39 -0.57 0.46
O 3.985074 1.660477 1.429153 -0.09 0.19 0.00
C 4.155381 2.540351 0.305701 -0.22 0.55 -0.41
C 3.133709 3.674438 0.457357 0.23 -0.45 -0.30
O 3.304507 4.364940 1.664209 0.13 0.14 0.48
H 3.363431 3.703940 2.365323 -0.05 0.07 -0.02
H 2.123442 3.243068 0.395870 0.09 -0.02 -0.10
H 3.270790 4.393450 -0.351088 -0.04 -0.09 0.01
C 3.992725 1.833863 -1.038624 0.03 -0.52 0.14
O 4.308728 2.758384 -2.051996 0.12 0.27 -0.23
H 4.388905 2.260720 -2.875979 -0.04 0.04 0.07
C 4.888625 0.584158 -1.140704 -0.05 0.19 0.44
O 4.447961 -0.247295 -2.178127 -0.21 -0.24 -0.40
H 3.523716 -0.506727 -2.020143 0.01 0.07 -0.06
C 4.996079 -0.154179 0.218173 -0.60 0.09 -0.19
O 6.229665 0.052272 0.852005 0.36 0.18 0.27
H 6.236294 0.939914 1.232707 0.00 -0.06 0.00
H 4.920139 -1.230165 0.033789 -0.08 0.16 -0.01
H 5.902328 0.896880 -1.424332 -0.15 0.04 0.18
H 2.945651 1.507922 -1.141811 0.21 0.05 0.02
H 5.165333 2.970975 0.362252 -0.09 -0.04 0.00
H 3.924942 -0.204692 2.112785 -0.01 0.07 -0.20
H 3.468335 -3.557937 0.868688 0.06 -0.05 -0.01
H 2.589156 -3.414139 -1.442614 0.14 -0.22 -0.05
O 1.595026 -0.940056 -2.050799 0.16 0.11 -0.39
H 0.856429 -0.811954 -2.670141 0.08 0.01 0.11
O -1.747273 -0.886354 0.364051 -0.05 0.31 -0.13
C -3.034802 -1.218201 0.611186 -0.26 -0.36 0.10
O -3.396802 -2.279262 1.057565 0.11 0.07 -0.02
C -3.916984 -0.109692 0.234613 -0.49 0.14 0.00
C -5.244700 -0.229204 0.374609 0.77 -0.33 0.06
C -6.256837 0.755722 0.058841 -0.48 0.44 -0.14
C -5.951881 2.027471 -0.435702 -0.04 -0.16 0.06
C -6.956883 2.929926 -0.720923 0.04 0.07 -0.03
C -8.284907 2.585652 -0.520492 -0.05 -0.06 0.03
C -8.603746 1.329244 -0.030560 -0.13 0.11 -0.03
C -7.601087 0.424234 0.256596 0.29 -0.01 -0.01
H -7.851791 -0.554789 0.638616 -0.01 -0.10 0.04
H -9.636746 1.057086 0.127479 -0.07 -0.03 0.01
H -9.067516 3.294700 -0.745082 -0.06 0.06 -0.02
H -6.706532 3.909035 -1.101827 0.03 0.07 -0.03
H -4.923324 2.310504 -0.595334 0.12 0.04 -0.02
H -5.608345 -1.171898 0.767651 0.03 -0.08 0.03
H -3.429776 0.774511 -0.143835 -0.04 0.15 -0.05
```
Forces are in eV/Å.

Its spin multiplicity is 1. The calculation puts the HOMO energy at -0.3375 Ha. Its SMILES is C[C@]1(OC(=O)/C=C/c2ccccc2)C[C@@H](O)[C@]2(O)C=CO[C@@H](O[C@@H]3O[C@H](CO)[C@@H](O)[C@H](O)[C@H]3O)[C@@H]21.

=====

Largest force on an atom / eV/Å: 3.7, 8.7, 1.6, 19.3, 0.6, 0.8
Relative energy (zero: lowest compared OMol25 entry of this formula, charge and spin) / kJ/mol: 479.5, 395.4, 262.7, 762.6, 155.1, 26.7